This record from the OMol25 dataset describes C6H14Cl as an isolated structure in a non-equilibrium geometry. The level of theory is ωB97M-V/def2-TZVPD.

```
21
Properties=species:S:1:pos:R:3:forces:R:3:lowdin_spin:R:1
Cl 0.84054 -1.54758 1.93330 0.9 -2.1 3.3 0.537
H -0.37088 -0.83884 1.02606 -1.5 1.1 -2.1 0.032
C -0.65565 -0.32893 0.00419 0.2 0.1 0.4 0.099
C -1.92773 0.48332 0.09983 -0.2 0.4 0.0 0.016
C -3.22823 -0.30600 0.08881 0.0 -0.1 -0.3 0.000
C 0.58955 0.52049 -0.28094 -0.1 -1.1 0.4 0.017
C 1.84727 -0.34612 -0.26084 -0.2 0.4 -0.7 0.173
C 3.11395 0.46711 -0.35168 0.5 0.1 0.2 0.027
H -0.78249 -1.16212 -0.70475 0.2 0.2 0.0 0.003
H -1.90728 1.12110 0.99609 0.1 -0.1 -0.2 0.001
H -1.93147 1.16476 -0.75965 -0.1 0.1 0.1 0.006
H -4.08527 0.35779 -0.00149 -0.1 0.1 0.0 0.000
H -3.27659 -1.00124 -0.75794 0.1 0.1 0.1 0.000
H -3.37105 -0.87934 0.99415 0.1 -0.2 0.3 0.000
H 0.47836 1.05892 -1.23160 0.1 -0.1 0.1 0.018
H 0.71406 1.24532 0.53849 -0.2 0.1 -0.3 0.002
H 1.79686 -0.91469 0.78119 0.5 0.8 -1.4 0.051
H 1.83135 -1.16772 -0.99021 -0.1 0.2 0.1 0.005
H 4.01469 -0.14778 -0.23015 -0.2 0.1 0.0 0.001
H 3.20918 0.97996 -1.32235 -0.2 -0.2 0.2 0.011
H 3.10082 1.24158 0.42948 0.2 -0.2 -0.2 0.001
```
Forces are in eV/Å.

Relative energy (zero: lowest compared OMol25 entry of this formula, charge and spin) in kJ/mol: 123.9
HOMO (alpha / beta) in eV: -9.3 / -9.1
Charge: 0
Gap between HOMO and LUMO (alpha / beta) in eV: 10.404 / 6.511
Spin multiplicity: 2
Largest force on an atom in eV/A: 4.02
Total energy in eV: -18968.789